Record 1
The following is a DFT calculation (the ωB97M-V functional and the def2-TZVPD basis) of the ion C5H10N with charge +1 at a distorted geometry.

The geometry in XYZ format:
```
16
Properties=species:S:1:pos:R:3:forces:R:3
C 0.0765 -0.8709 -0.7344 -1.69 2.02 -2.04
C 1.2548 0.0028 -1.1446 -0.97 1.19 2.53
C 0.2855 -0.4040 0.6627 0.70 -1.28 -0.12
C -1.2774 -0.4489 -1.4085 1.86 -3.15 0.64
C -0.4553 0.2473 1.7590 0.29 -2.65 -0.30
N 1.7189 -0.1923 0.3354 1.67 2.70 0.23
H 0.4794 -1.8208 -1.0302 -0.62 -1.51 0.48
H 0.9391 1.0840 -1.1854 1.06 -0.84 -0.85
H -1.3651 0.5815 -1.2485 -0.89 1.41 0.61
H -2.0139 -1.1622 -0.9481 0.07 1.25 -0.94
H -1.0882 -0.5733 -2.4709 -0.69 -0.38 -0.19
H -0.1025 -0.1362 2.7046 0.19 -0.36 0.54
H -1.4934 -0.0784 1.6953 -0.10 0.73 -0.10
H -0.2172 1.2596 1.8116 -0.34 2.16 -0.15
H 2.2714 -1.0487 0.4795 0.06 0.31 -0.01
H 2.2248 0.6644 0.7276 -0.62 -1.59 -0.35
```
Forces are in eV/Å.

Summary:
max |F| = 3.71 eV/A
highest occupied orbital energy (spin up / spin down) = -12.767 / -16.435 eV
gap between HOMO and LUMO (spin up / spin down) = 9.33 / 10.14 eV
spin multiplicity = 3
LUMO level (spin up / spin down) = -3.44 / -6.29 eV
energy above the lowest of the compared OMol25 structures with the same formula, charge and spin = 136.23 kJ/mol
charge = +1

The computed Löwdin charges, all in e, follow:
1 C -0.315
2 C 0.143
3 C -0.169
4 C -0.006
5 C 0.005
6 N 0.101
7 H 0.148
8 H 0.147
9 H 0.061
10 H 0.116
11 H 0.090
12 H 0.096
13 H 0.111
14 H 0.076
15 H 0.186
16 H 0.210


Record 2
The following is a DFT calculation (the ωB97M-V functional and the def2-TZVPD basis) of a cluster of 2 separate species, C2H7NO in total.

The geometry in XYZ format:
```
11
Properties=species:S:1:pos:R:3:forces:R:3
C 0.5650 0.0060 1.0266 -0.11 0.00 -0.52
C 0.6940 -0.1266 -0.2951 -0.12 -0.16 0.06
N 1.7759 -0.7408 -0.9122 -0.19 0.30 0.13
H 1.3262 -0.3931 1.6756 0.08 0.05 0.31
H -0.2973 0.5029 1.4401 0.01 -0.07 0.11
H -0.0814 0.2246 -0.9741 0.17 0.14 0.14
H 2.2146 -1.4777 -0.3892 0.16 -0.04 -0.14
H 1.7142 -0.8745 -1.9022 0.00 -0.25 -0.05
O -2.6524 0.9295 -0.2768 -0.01 0.04 -0.09
H -3.0505 0.3395 0.3697 0.04 0.00 0.03
H -2.2083 1.6103 0.2376 -0.02 -0.01 0.03
```
Forces are in eV/Å.

Summary:
max |F| = 0.53 eV/A
structure (SMILES) = C=CN.O
highest occupied orbital energy = -8.182 eV
gap between HOMO and LUMO = 9.16 eV
spin multiplicity = 1
LUMO level = 0.97 eV
energy above the lowest of the compared OMol25 structures with the same formula, charge and spin = 82.23 kJ/mol

The computed Löwdin charges, all in e, follow:
1 C -0.039
2 C -0.303
3 N 0.028
4 H 0.040
5 H 0.021
6 H 0.093
7 H 0.081
8 H 0.072
9 O -0.061
10 H 0.038
11 H 0.030


Record 3
The following is a DFT calculation (the ωB97M-V functional and the def2-TZVPD basis) of an isolated molecule of C2H5N5O at a distorted geometry.

The geometry in XYZ format:
```
13
Properties=species:S:1:pos:R:3:forces:R:3
H -1.9086 -0.0544 -1.7735 -0.48 -2.92 4.09
N -1.9905 -0.8843 -0.8414 3.46 0.99 -1.52
C -0.7937 -0.8643 -0.2485 -1.87 0.04 -4.16
N -0.0022 -1.9226 0.3534 0.29 2.74 1.53
C 1.0207 -1.2499 0.8706 -0.30 -0.40 -2.49
N 0.9930 0.1454 0.5227 0.90 -0.15 1.84
O 2.2911 0.4871 0.1183 1.37 3.76 4.30
N -0.0196 0.4338 -0.4257 -1.42 -4.03 0.65
N -0.9585 1.4378 -0.2029 -3.02 2.67 0.77
H 2.0663 -1.7115 1.2820 -3.07 1.32 -0.91
H 2.6071 1.1773 1.0192 -1.19 -2.91 -4.40
H -1.8696 1.1618 0.4425 3.23 0.32 -2.03
H -1.4355 1.8438 -1.1167 2.11 -1.44 2.33
```
Forces are in eV/Å.

Summary:
max |F| = 5.87 eV/A
structure (SMILES) = [H]/N=c1/ncn(O)n1N
highest occupied orbital energy = -9.115 eV
gap between HOMO and LUMO = 9.06 eV
spin multiplicity = 1
LUMO level = -0.06 eV
energy above the lowest of the compared OMol25 structures with the same formula, charge and spin = 665.89 kJ/mol

The computed Löwdin charges, all in e, follow:
1 H 0.152
2 N 0.046
3 C -0.421
4 N 0.118
5 C -0.094
6 N -0.213
7 O -0.095
8 N -0.132
9 N -0.054
10 H 0.184
11 H 0.242
12 H 0.149
13 H 0.118